[1]
Molecular formula: C40H60N10NaO5SSi3
Method: DFT, the ωB97M-V functional and the def2-TZVPD basis

Output
- net charge = -1
- gap between HOMO and LUMO (hartree) = 0.166
- largest force on an atom (eV/A) = 0.9
- 2S+1 = 1

Atoms and positions in Å:
Na: -0.13546 0.17644 -0.29209
C: -4.24659 3.59147 1.51648
C: -2.98658 3.04932 2.14722
N: -2.49170 1.72475 1.56155
C: -1.80686 1.12911 2.78903
C: -2.32132 1.77587 3.91892
N: -3.09489 2.76213 3.54713
C: -2.11950 1.60333 5.42450
O: -1.32956 0.68478 5.79180
O: -2.74361 2.39505 6.13230
C: -0.80041 0.13008 2.73615
O: -0.34177 -0.36261 3.87510
O: -0.30850 -0.31258 1.67707
H: -4.79947 2.86350 0.90981
H: -4.04447 4.44290 0.86529
H: -4.93906 3.93133 2.29333
H: -3.44697 3.38452 4.26201
H: -0.79907 0.07726 4.73120
C: 0.04974 3.65425 2.86389
Si: -0.80063 3.79197 1.17025
C: 0.77391 4.17052 0.11986
C: -1.57350 5.53937 1.06859
C: -1.55461 2.21548 0.43330
Si: -3.81583 0.41939 1.33395
C: -5.04720 0.56113 2.74239
C: -4.88749 0.56063 -0.21573
C: -3.14815 -1.32614 1.43781
Si: -2.06068 2.36976 -1.29905
C: -0.64787 2.96346 -2.40853
C: -3.47599 3.50205 -1.90465
C: -2.44033 0.67055 -2.15606
C: -2.93173 0.61498 -3.46776
C: -3.17897 -0.60094 -4.07299
C: -2.91569 -1.76414 -3.36052
C: -2.40044 -1.63588 -2.08468
N: -2.17121 -0.46508 -1.49072
H: 0.72450 4.51083 2.97275
H: 0.65863 2.74468 2.90553
H: -0.62628 3.64884 3.71915
H: 1.42042 4.80108 0.74127
H: 0.57220 4.73733 -0.79084
H: 1.34966 3.28330 -0.14601
H: -0.77734 6.28774 0.99341
H: -2.18131 5.76063 1.94812
H: -2.20733 5.66337 0.18505
H: -5.72848 1.40301 2.61127
H: -4.60396 0.62573 3.73285
H: -5.64187 -0.35867 2.70075
H: -4.60865 1.34010 -0.91583
H: -5.91306 0.76047 0.10756
H: -4.87564 -0.38448 -0.76344
H: -2.92165 -1.59837 2.46989
H: -2.26440 -1.48590 0.82950
H: -3.95709 -1.97315 1.07951
H: -0.57916 4.05131 -2.42668
H: -0.86335 2.62492 -3.42656
H: 0.32821 2.56957 -2.12596
H: -3.28189 4.50352 -1.51103
H: -4.48353 3.22652 -1.59257
H: -3.46832 3.57908 -2.99674
H: -3.13480 1.53764 -3.99725
H: -3.57595 -0.64770 -5.08107
H: -3.10081 -2.74499 -3.78045
H: -2.16094 -2.51982 -1.50211
C: 3.98353 -2.75724 -5.62530
C: 4.18518 -2.53009 -4.15138
C: 4.36820 -3.58674 -3.27229
C: 4.52087 -3.39240 -1.90488
C: 4.51485 -2.10163 -1.38866
N: 4.67675 -1.79255 -0.02684
C: 4.64797 -2.58501 1.08645
O: 5.28854 -2.33165 2.08653
N: 3.84160 -3.73590 1.01925
C: 2.45928 -3.73259 0.69788
C: 1.69247 -4.81961 1.09502
C: 0.32307 -4.79660 0.89338
C: -0.24670 -3.68312 0.29983
N: 0.47984 -2.65552 -0.12972
C: 1.79846 -2.68178 0.04604
C: 4.33923 -1.02654 -2.26285
C: 4.17594 -1.24367 -3.61623
H: 4.25518 -3.77496 -5.90839
H: 4.59028 -2.07020 -6.21674
H: 2.94126 -2.59642 -5.91384
H: 4.39158 -4.60093 -3.65738
H: 4.65768 -4.24291 -1.25303
H: 4.91270 -0.83035 0.17791
H: 4.05564 -4.32027 1.81554
H: 2.16467 -5.66035 1.59114
H: -0.29896 -5.61680 1.22508
H: -1.32213 -3.60386 0.19385
H: 2.32497 -1.79803 -0.27677
H: 4.28969 -0.02432 -1.85951
H: 4.01653 -0.39237 -4.26769
C: -0.16871 -2.83682 -5.21989
N: 0.40970 -2.79512 -3.89148
C: 0.77933 -4.04719 -3.26002
C: 0.60977 -1.63020 -3.29859
N: 0.74280 -0.59191 -2.80832
H: -1.03183 -3.50733 -5.23132
H: 0.56194 -3.19562 -5.95163
H: -0.50137 -1.84098 -5.50160
H: -0.10533 -4.67917 -3.13852
H: 1.21046 -3.85103 -2.28181
H: 1.51560 -4.57637 -3.86865
C: 4.41565 2.22339 2.63494
N: 3.79786 0.92989 2.78379
C: 3.57596 0.36552 4.10971
C: 2.80877 -0.92256 3.79268
N: 2.41411 -0.74993 2.39358
C: 3.00041 0.35420 1.86681
S: 2.78769 0.88652 0.28487
H: 3.81876 2.98948 3.13961
H: 4.47197 2.46758 1.57746
H: 5.41814 2.20782 3.06583
H: 2.99561 1.06555 4.72031
H: 4.52858 0.17106 4.60405
H: 1.92503 -1.04258 4.41219
H: 3.45877 -1.79509 3.88438
H: 1.41681 -0.84926 2.14905

---

[2]
Molecular formula: C40H60N5PRe
Method: DFT, the ωB97M-V functional and the def2-TZVPD basis

Output
- net charge = +2
- gap between HOMO and LUMO (alpha / beta) (hartree) = 0.208 / 0.193
- expectation value of S² = 3.801
- largest force on an atom (eV/A) = 4.5
- 2S+1 = 4

Atoms and positions in Å:
Re: 0.23322 0.38377 -0.66716
C: -4.28661 -2.62918 -0.40954
C: -3.31085 -1.95348 -1.37796
C: -2.50201 -2.90455 -2.24767
C: -2.46520 -0.97506 -0.64218
C: -2.43611 -0.97902 0.75097
C: -1.99429 0.15195 1.43499
C: -2.23693 0.19983 2.96089
C: -2.03027 -1.20537 3.49132
C: -3.69622 0.68017 3.26062
C: -1.40416 1.25466 0.71512
C: -1.47024 1.34102 -0.76421
C: -1.71918 0.00640 -1.33548
C: -2.13901 2.47598 -1.50463
C: -1.82793 2.42517 -3.00440
C: -1.95211 3.96248 -0.96821
C: -0.98873 2.40422 1.53654
C: -1.92322 3.30498 2.06362
C: -1.53802 4.42830 2.82359
C: -0.19829 4.53767 3.17375
C: 0.73812 3.57449 2.69322
C: 0.37701 2.66788 1.70285
P: 1.71747 1.78834 0.84984
C: 2.78185 3.06133 -0.01487
C: 4.10812 2.45911 -0.42576
C: 3.14985 4.38344 0.68535
C: 1.92395 3.52576 -1.21247
C: 2.65172 0.84489 2.17973
C: 1.62798 0.17212 3.11958
C: 3.43617 -0.23092 1.46363
C: 3.58138 1.67208 3.04225
H: -4.92084 -3.32957 -1.01108
H: -4.98197 -1.91699 0.05945
H: -3.81133 -3.15122 0.45101
H: -3.92926 -1.36385 -2.10956
H: -3.00234 -2.92871 -3.25646
H: -2.47725 -3.90478 -1.89036
H: -1.51559 -2.59344 -2.50278
H: -2.96302 -1.78143 1.33623
H: -1.51775 0.85869 3.46439
H: -2.91742 -1.85419 3.39343
H: -1.87107 -1.31754 4.63237
H: -1.22170 -1.78429 2.96845
H: -3.89759 0.37373 4.29503
H: -4.46184 0.31933 2.50686
H: -3.85141 1.81318 3.13800
H: -1.81056 -0.05417 -2.41858
H: -3.27389 2.34685 -1.51026
H: -0.70671 2.38587 -3.13437
H: -2.21903 3.33526 -3.56488
H: -2.32713 1.59407 -3.51406
H: -0.99903 4.17778 -0.49693
H: -2.75463 4.14979 -0.24634
H: -2.13716 4.59618 -1.86019
H: -2.96917 3.26465 1.76282
H: -2.26569 5.19571 3.11989
H: 0.16584 5.27144 3.80740
H: 1.75659 3.67262 3.04360
H: 4.72743 2.17676 0.43163
H: 4.65161 3.26227 -1.03986
H: 4.10145 1.56465 -1.01131
H: 4.02235 4.18830 1.37282
H: 2.30615 4.82206 1.21062
H: 3.49128 5.16513 -0.07977
H: 1.95427 2.87007 -2.08589
H: 2.16469 4.58597 -1.56470
H: 0.88039 3.65100 -1.00556
H: 0.88186 -0.44283 2.63636
H: 1.06745 0.98089 3.68943
H: 2.14009 -0.39887 3.85212
H: 2.85565 -1.08015 1.04894
H: 4.09781 -0.69570 2.16037
H: 4.10326 0.09468 0.64239
H: 3.01401 2.43350 3.68425
H: 4.29437 2.26699 2.45149
H: 4.11845 1.02880 3.69828
C: -1.72335 -5.90479 -0.37099
C: -0.57567 -5.96459 0.59691
C: 0.67917 -6.69410 0.13350
C: -0.13440 -4.65443 1.28122
N: 0.47932 -3.69283 0.34577
C: 0.94990 -3.67568 -0.91604
N: 1.09151 -2.45496 -1.38752
N: 0.73860 -1.63981 -0.33434
N: 0.47877 -2.36886 0.76549
H: -1.92547 -6.97441 -0.64262
H: -1.41622 -5.44831 -1.30208
H: -2.54778 -5.42789 0.10223
H: -0.93525 -6.48601 1.54671
H: 1.66155 -6.17353 0.04881
H: 0.44133 -6.98251 -0.87526
H: 0.75728 -7.62609 0.71854
H: 0.51139 -4.90579 2.14386
H: -0.98857 -4.18315 1.77297
H: 1.32887 -4.57585 -1.42420
N: 0.91698 0.32530 -2.30651
C: 1.57744 0.21217 -3.47083
C: 2.97394 -0.07309 -3.48627
C: 3.64164 -0.22494 -4.71147
C: 2.93143 -0.13138 -5.96899
C: 1.56816 0.34678 -5.88075
C: 0.88299 0.43568 -4.68209
H: 3.50366 -0.08947 -2.55115
H: 4.71923 -0.49721 -4.62905
H: 3.42905 -0.39726 -6.90774
H: 0.96582 0.56685 -6.78173
H: -0.18038 0.68323 -4.75440